{
  "formula": "C30H70BCrF4O15",
  "method": "ωB97M-V/def2-TZVPD",
  "species": ["Cr", "B", "F", "F", "F", "F", "C", "O", "C", "C", "O", "C", "C", "O", "C", "H", "H", "H", "H", "H", "H", "H", "H", "H", "H", "H", "H", "H", "H", "C", "O", "C", "C", "O", "C", "C", "O", "C", "H", "H", "H", "H", "H", "H", "H", "H", "H", "H", "H", "H", "H", "H", "C", "O", "C", "C", "O", "C", "C", "O", "C", "H", "H", "H", "H", "H", "H", "H", "H", "H", "H", "H", "H", "H", "H", "C", "O", "C", "C", "O", "C", "C", "O", "C", "H", "H", "H", "H", "H", "H", "H", "H", "H", "H", "H", "H", "H", "H", "C", "O", "C", "C", "O", "C", "C", "O", "C", "H", "H", "H", "H", "H", "H", "H", "H", "H", "H", "H", "H", "H", "H"],
  "positions_angstrom": [[0.45346, -0.38371, -2.84954], [-0.93737, -0.31405, -0.45983], [-2.22590, -0.36872, -0.03093], [-0.01944, -0.24348, 0.53058], [-0.69857, -1.41860, -1.22966], [-0.71991, 0.63024, -1.38547], [-7.09865, -2.79801, 2.04845], [-7.05427, -1.44902, 1.94237], [-6.67376, -0.76705, 3.13401], [-6.84348, 0.79354, 3.06269], [-6.15715, 1.28522, 1.88031], [-4.75134, 1.25011, 1.94374], [-4.02352, 1.87545, 0.80961], [-4.23446, 3.28395, 0.78231], [-3.69911, 3.84918, -0.43732], [-7.68600, -3.07104, 2.92514], [-6.12900, -3.29440, 2.08718], [-7.56914, -3.26823, 1.18496], [-5.67054, -1.07243, 3.43132], [-7.25486, -1.05203, 4.01106], [-6.41727, 1.23631, 3.96291], [-7.88094, 1.11731, 2.97940], [-4.45093, 0.22330, 2.15236], [-4.40729, 1.76667, 2.83979], [-4.44217, 1.41818, -0.08690], [-2.95637, 1.67941, 0.91379], [-2.65242, 3.58761, -0.59267], [-3.77238, 4.93151, -0.33104], [-4.18883, 3.48685, -1.34119], [-0.38830, 8.85087, -2.39542], [-0.43504, 7.55456, -2.92406], [-1.06327, 6.47410, -2.13711], [-0.16818, 6.08151, -0.96713], [1.07993, 5.63721, -1.40745], [1.99825, 5.08480, -0.45589], [1.60915, 3.85494, 0.32935], [0.60513, 4.06719, 1.26290], [0.19057, 2.95034, 1.99865], [0.28039, 9.39069, -3.06591], [0.02205, 8.78167, -1.38798], [-1.37952, 9.30409, -2.38285], [-1.15658, 5.55984, -2.72322], [-2.08757, 6.77246, -1.91375], [-0.70721, 5.32678, -0.39449], [-0.04851, 6.92668, -0.28929], [2.30519, 5.87026, 0.23472], [2.85347, 4.88662, -1.10197], [2.52653, 3.48995, 0.79118], [1.22536, 3.08270, -0.33732], [1.08541, 2.45320, 2.37311], [-0.27475, 2.14712, 1.42731], [-0.52151, 3.23530, 2.77314], [0.48270, -3.71159, -2.46272], [1.21211, -2.61704, -3.00240], [1.66293, -2.85986, -4.34100], [2.60175, -1.66345, -4.82506], [1.87466, -0.52230, -4.39585], [2.31700, 0.70895, -5.04095], [1.12372, 1.61771, -5.10337], [0.69770, 1.73628, -3.74220], [-0.23560, 2.78493, -3.60644], [-0.42313, -3.88225, -3.04448], [0.23395, -3.50269, -1.42226], [1.10285, -4.60699, -2.42041], [0.78192, -3.01250, -4.96441], [2.26987, -3.76090, -4.42961], [2.67756, -1.63465, -5.91203], [3.57261, -1.87019, -4.37473], [2.77787, 0.50694, -6.00785], [3.16853, 1.05608, -4.45572], [0.33402, 1.26978, -5.76928], [1.57021, 2.57980, -5.35461], [0.18601, 3.78652, -3.69093], [-0.67537, 2.75319, -2.60959], [-1.12498, 2.69438, -4.23006], [-1.36697, -2.38184, 9.33738], [-0.46160, -2.46880, 8.26674], [-1.06185, -2.25459, 6.98899], [-0.15397, -2.90000, 5.86785], [-0.01093, -4.27870, 6.13455], [0.80004, -5.02405, 5.24561], [0.57008, -4.81098, 3.75529], [1.21796, -3.71046, 3.17305], [0.64141, -3.42660, 1.87438], [-2.14983, -3.13331, 9.23472], [-1.72573, -1.35502, 9.40846], [-0.82987, -2.48345, 10.28039], [-1.12359, -1.18457, 6.79065], [-2.07729, -2.64949, 6.95659], [0.81487, -2.40244, 5.82467], [-0.56113, -2.74243, 4.86911], [0.69331, -6.10004, 5.38326], [1.85503, -4.76521, 5.33561], [-0.48844, -4.82549, 3.49565], [0.92393, -5.67849, 3.19825], [1.44827, -3.03225, 1.25667], [-0.25233, -2.80505, 1.92929], [0.28777, -4.31302, 1.34779], [4.81613, -5.18016, -4.96384], [4.68402, -4.50611, -3.74998], [5.61333, -3.46228, -3.46967], [5.36299, -2.80615, -2.09351], [4.01988, -2.24968, -1.92596], [3.86622, -1.71617, -0.59979], [2.45397, -1.02715, -0.57472], [2.22658, -0.04831, -1.64879], [3.17012, 1.04013, -1.48934], [5.28304, -6.15643, -4.83346], [5.26985, -4.47458, -5.65983], [3.87391, -5.55939, -5.35944], [5.53240, -2.76096, -4.30015], [6.56116, -3.97696, -3.31211], [6.03650, -1.96249, -1.94272], [5.59507, -3.46570, -1.25729], [4.61048, -0.93217, -0.45999], [3.92410, -2.43915, 0.21388], [2.48107, -0.51474, 0.38695], [1.67333, -1.78589, -0.51982], [4.13149, 0.88631, -1.97948], [3.40736, 1.29952, -0.45757], [2.83958, 1.97771, -1.93631]],
  "forces_ev_per_angstrom": [[1.1, 0.4, -0.3], [-1.7, -1.2, 2.9], [-0.4, 0.3, 0.3], [0.7, 0.3, 1.1], [0.8, -3.5, -1.7], [0.6, 3.9, -2.8], [-0.3, -2.0, 0.4], [0.1, 2.8, 0.0], [-0.4, 0.6, 0.3], [1.5, -1.2, -1.9], [-0.7, 0.6, 0.1], [-0.1, -0.3, 2.2], [-0.8, 0.2, -0.5], [0.5, 0.1, -1.2], [-0.2, -0.2, 1.1], [0.0, -0.4, 0.2], [0.5, 0.1, 0.4], [-0.3, 0.5, -0.2], [0.5, 0.2, -0.3], [-0.6, -0.5, 0.0], [0.1, 0.0, 0.2], [0.1, -0.3, -0.2], [0.5, -0.3, -0.7], [-0.1, 0.4, 0.5], [0.3, 0.0, -0.5], [0.0, -0.2, -0.1], [0.4, -0.1, 0.4], [-0.1, -0.1, -0.2], [-0.6, 0.0, 0.1], [-0.1, -0.7, 0.3], [-0.6, -2.5, -0.6], [1.5, 1.4, -0.6], [-1.2, 0.6, 0.9], [0.2, -1.0, -0.5], [-0.5, 1.1, -0.4], [-0.5, -0.6, -0.7], [-0.7, 1.4, 0.4], [0.6, -0.8, -0.1], [-0.1, 0.2, 0.3], [0.1, 0.6, 0.2], [-0.1, 0.2, 0.1], [0.2, 0.3, -0.8], [0.1, 0.0, 0.7], [0.0, -0.3, 0.1], [0.1, 0.2, 0.2], [0.0, 0.1, 0.3], [0.2, -0.4, 0.3], [0.3, -0.2, 0.3], [0.3, -0.4, -0.5], [0.1, 0.0, 0.8], [-0.3, 0.2, -0.7], [0.4, 0.2, 0.0], [0.0, -0.6, 0.5], [0.2, 0.9, -0.4], [1.0, 0.4, -0.8], [-2.2, -2.5, 0.9], [0.3, 0.9, -0.8], [0.3, -0.9, 0.4], [1.8, 0.4, 0.8], [-0.6, -0.9, -0.2], [-1.6, 1.0, 1.3], [-0.1, -0.1, 0.0], [-0.1, 0.3, -0.3], [0.1, 0.0, -0.4], [-0.1, 0.3, -0.3], [0.0, -0.2, 0.5], [0.0, -0.2, 0.0], [0.0, 0.9, 0.3], [-0.6, -0.3, -0.3], [-0.3, 0.6, 0.3], [0.0, 0.1, 0.0], [-0.6, 0.3, -0.6], [0.5, -0.2, -0.4], [0.4, -0.2, 0.2], [0.3, -0.2, -0.6], [0.4, 0.7, 0.1], [0.2, -0.3, -0.8], [1.3, -0.6, -0.5], [-0.4, 0.3, 0.9], [-0.2, -0.7, -0.1], [0.5, 1.0, -1.2], [-0.8, -1.0, -0.5], [-0.6, 0.9, -1.0], [0.6, -0.5, 0.6], [-0.2, 0.1, 0.2], [-0.8, 0.1, -0.2], [0.2, -0.6, -0.2], [0.0, 0.2, -0.1], [0.0, -0.3, 0.0], [0.3, 0.1, 0.4], [-0.5, 0.1, 0.0], [-0.3, 0.2, 0.6], [0.3, 0.0, 0.6], [-0.5, 0.4, 0.3], [0.3, -0.6, 0.3], [-0.2, 0.5, 0.1], [0.3, 0.5, 0.2], [0.2, -0.6, 0.2], [0.1, -0.3, -0.2], [-1.4, 0.4, 1.5], [-0.8, -1.0, 1.0], [-1.1, 0.6, -0.1], [1.1, -0.9, 0.5], [-1.5, 1.2, -2.1], [1.7, -0.5, 0.7], [1.2, -0.1, 1.7], [0.3, 0.8, -0.5], [1.2, 0.3, -0.1], [0.3, -0.6, -0.6], [-0.7, 0.8, 0.1], [0.7, 0.3, 0.0], [0.7, 0.6, -0.6], [0.5, 0.1, -0.4], [-0.2, -0.5, -0.2], [0.3, 0.0, 0.3], [0.0, -0.3, -0.1], [-0.6, 0.3, 0.0], [-0.1, 0.4, -0.6], [0.0, -0.8, -0.1], [-0.4, -0.5, 0.2], [-0.8, -0.3, -0.1]],
  "lowdin_charge": [1.09, -1.48, 0.21, 0.20, 0.13, 0.17, -0.16, -0.16, -0.19, -0.12, -0.13, -0.22, -0.22, -0.16, -0.09, 0.09, 0.09, 0.09, 0.11, 0.12, 0.12, 0.13, 0.12, 0.13, 0.13, 0.11, 0.06, 0.09, 0.08, -0.11, -0.21, -0.13, -0.22, -0.13, -0.15, -0.23, -0.18, -0.08, 0.09, 0.08, 0.09, 0.10, 0.12, 0.11, 0.12, 0.13, 0.13, 0.13, 0.11, 0.09, 0.07, 0.10, -0.05, -0.25, -0.12, -0.09, -0.24, -0.11, -0.13, -0.23, -0.07, 0.11, 0.08, 0.11, 0.13, 0.12, 0.14, 0.11, 0.14, 0.14, 0.15, 0.15, 0.10, 0.09, 0.11, -0.12, -0.19, -0.17, -0.17, -0.12, -0.17, -0.25, -0.18, -0.08, 0.09, 0.08, 0.09, 0.12, 0.12, 0.13, 0.11, 0.13, 0.13, 0.13, 0.12, 0.07, 0.10, 0.08, -0.11, -0.21, -0.17, -0.14, -0.16, -0.15, -0.14, -0.24, -0.05, 0.09, 0.09, 0.08, 0.11, 0.13, 0.12, 0.13, 0.12, 0.14, 0.13, 0.09, 0.10, 0.10, 0.09],
  "multiplicity": 5,
  "s2": 6.0047,
  "gap_ev": [7.0, 7.5],
  "charge": 1,
  "energy_ha": -3782.0902
}

---

{
  "formula": "C3H10N2",
  "method": "ωB97M-V/def2-TZVPD",
  "species": ["C", "N", "H", "H", "H", "C", "C", "N", "H", "H", "H", "H", "H", "H", "H"],
  "positions_angstrom": [[-1.47502, 1.41731, -2.72926], [-2.14310, 0.67231, -1.97098], [-0.60988, 2.01294, -2.44147], [-1.73163, 1.67145, -3.76259], [-2.85848, 0.11459, -2.44009], [-0.02044, -0.13811, 0.87791], [1.44275, -0.30226, 1.23871], [1.71386, -1.64910, 1.82011], [-0.58123, -0.46120, 1.76595], [-0.27847, 0.90566, 0.71561], [-0.37263, -0.76777, 0.06464], [2.11162, -0.26839, 0.37009], [1.80029, 0.51928, 1.86122], [2.17598, -1.60988, 2.72018], [0.82638, -2.11682, 1.90999]],
  "forces_ev_per_angstrom": [[-0.4, 0.8, -1.0], [0.7, -0.6, 0.5], [0.0, -0.2, 0.9], [-0.2, -0.6, -0.3], [-0.1, 0.6, -0.1], [-0.1, -0.1, 0.9], [1.1, -0.8, -0.6], [-0.1, 0.6, -0.1], [-0.1, 0.2, -0.1], [-0.1, 0.0, -0.3], [0.2, 0.1, -0.2], [-0.4, 0.3, -0.2], [-0.2, -0.1, 0.4], [-0.2, 0.0, -0.1], [0.0, -0.3, 0.3]],
  "lowdin_charge": [-0.15, 0.02, 0.05, 0.06, 0.04, -0.13, -0.34, -0.03, 0.07, 0.06, 0.06, 0.09, 0.10, 0.05, 0.04],
  "gap_ev": 10.0,
  "relative_energy_kcal_mol": 32.5,
  "energy_ha": -229.7574,
  "smiles": "C=N.CCN"
}